Record 1
C23H39N2O7 | ωB97M-V/def2-TZVPD

Last column: Mulliken charge in e.
Atoms and positions in Å:
1 O 0.12222 1.63093 8.74071  -0.645
2 O -1.05608 -0.86783 4.71568  -0.739
3 O -2.76100 0.20861 3.71828  -0.252
4 O 0.03671 1.44697 2.86248  -0.711
5 O -3.43864 0.56528 6.74278  -0.669
6 O -3.54760 2.75247 6.08466  -0.504
7 O 1.88277 1.74856 4.15237  0.206
8 N -1.40949 1.41067 5.08575  0.293
9 N -0.09484 1.65100 5.20551  0.430
10 C 3.26628 2.69640 7.41116  -0.950
11 C -0.29845 4.38104 7.14999  -0.843
12 C -2.91737 1.66649 6.73761  0.784
13 C -1.68675 0.16665 4.52414  -0.375
14 C 2.72833 1.48686 2.98314  0.569
15 C 1.69132 -0.83084 7.78767  -1.448
16 C 1.98502 3.30139 6.81116  0.846
17 C -3.67524 3.92519 3.96887  -1.532
18 C 2.51117 0.27450 7.10811  0.058
19 C -3.08902 -2.11915 3.08778  -1.353
20 C -0.73081 1.17368 7.96399  0.626
21 C -3.63518 -0.20768 1.52633  -1.478
22 C 4.14077 1.36371 3.52478  -1.336
23 C 0.54684 1.59480 3.96543  -0.258
24 C -2.71624 -0.76351 2.59634  0.707
25 C -1.47159 3.55697 7.68017  -1.087
26 C 0.29756 -1.01656 7.17261  -0.126
27 C 1.12200 4.17204 7.72286  -0.872
28 C -3.39194 2.65127 4.69248  0.582
29 C -0.85606 -0.33627 7.88363  -1.150
30 C 3.05900 1.33786 8.08126  -1.134
31 C 2.55314 2.51109 1.90493  -1.340
32 C -1.61644 2.10333 7.28822  0.540
33 H 3.28850 2.34450 1.11041  0.404
34 H 1.61998 5.15412 7.78974  0.544
35 H -2.16511 2.28228 4.63677  0.154
36 H -1.79075 -0.59324 7.38689  0.389
37 H -4.54417 4.47600 4.35150  0.356
38 H 2.41576 0.50325 2.59749  0.218
39 H 1.33392 2.49704 6.44475  -0.711
40 H -0.56261 5.42356 7.37082  0.519
41 H 3.98331 2.57599 6.58693  0.195
42 H 3.35334 -0.17010 6.54540  0.705
43 H -4.07393 -2.08851 3.55896  0.278
44 H -1.46799 3.59705 8.78491  0.377
45 H 3.69939 3.39373 8.13839  0.407
46 H 0.07799 -2.09066 7.11666  0.474
47 H 2.24550 -1.77437 7.66004  0.374
48 H -0.88707 -0.70040 8.92317  0.677
49 H 4.47124 2.30744 3.98659  0.237
50 H 1.08806 3.75369 8.73602  0.232
51 H -3.93523 1.78590 4.27422  0.162
52 H 4.20777 0.57740 4.28845  0.236
53 H 4.84056 1.10813 2.71924  0.462
54 H 2.25093 3.88073 5.90793  0.294
55 H 2.70388 3.52509 2.30341  0.250
56 H -1.68332 -0.75022 2.22722  0.209
57 H 1.55014 2.43728 1.47943  0.322
58 H -2.33252 -2.45130 3.79772  0.291
59 H -4.65383 -0.04870 1.90706  0.275
60 H -3.68779 -0.89755 0.67605  0.446
61 H -2.78775 4.56696 3.99842  0.309
62 H -3.24110 0.73609 1.12998  0.314
63 H -2.38690 4.05380 7.33218  0.528
64 H 1.90018 0.76625 6.33557  0.062
65 H 4.00652 0.96356 8.50213  0.470
66 H -3.11474 -2.83426 2.26004  0.447
67 H 0.29812 -0.65613 6.13658  -0.059
68 H -3.87951 3.66533 2.92390  0.368
69 H 1.59094 -0.62595 8.86155  0.441
70 H 2.34710 1.44586 8.91230  0.314
71 H -0.27321 4.28648 6.05676  0.189

Cartesian forces (eV/Å) of the 6 atoms listed first:
O -0.32 -0.10 -0.16
O -0.48 1.41 -0.58
O -0.46 -0.86 -1.32
O 0.06 -0.02 0.29
O -0.11 0.78 -0.35
O 0.55 -0.07 -1.25

Output
HOMO energy (eV): -3.50
Electronic energy (eV): -41792.8240
Relative energy (zero: lowest compared OMol25 entry of this formula, charge and spin) (kcal/mol): 92.1
Net charge: -1

Record 2
C23H39N5O9S5 | ωB97M-V/def2-TZVPD

Last column: Mulliken charge in e.
Atoms and positions in Å:
1 S 0.89440 -1.22923 3.26623  -0.101
2 S -5.12770 3.47701 2.28713  1.228
3 S 0.30731 -0.52788 6.10232  -0.286
4 S 1.12825 -0.59894 -4.41358  1.260
5 S 2.16154 -6.68890 -3.90094  1.236
6 O 1.70206 -1.15216 -3.22328  -0.590
7 O 2.83965 -7.81972 -4.79958  -0.272
8 O 0.84467 -6.42776 -4.39808  -0.577
9 O 1.68401 -0.91755 -5.69544  -0.676
10 O 2.37392 -7.00988 -2.52214  -0.669
11 O -0.43166 -0.93108 -4.44063  -0.258
12 O -5.65221 4.69721 1.41279  -0.324
13 O -5.50054 2.24740 1.66039  -0.629
14 O -3.75918 3.72425 2.64078  -0.537
15 N 4.62235 -0.22090 6.18131  -0.606
16 N -0.16819 2.79471 -1.04090  -0.507
17 N 1.50529 5.73490 0.02069  -0.511
18 N 2.73030 -0.35809 5.06607  0.102
19 N 2.36418 3.54308 2.33981  -0.616
20 C 3.63647 0.21220 4.21466  -0.159
21 C 0.98715 1.14499 -4.23495  -0.891
22 C 1.12849 -9.55744 -5.09898  -0.977
23 C -0.92067 0.61484 2.07728  -0.480
24 C 0.29689 1.54765 2.14395  -0.905
25 C 1.04322 4.04970 1.99477  1.124
26 C -0.78971 -0.57022 3.08614  -0.847
27 C 1.25169 5.01067 0.87206  -0.409
28 C 3.22174 -5.36158 -4.36649  -0.890
29 C -6.15569 3.74551 3.69084  -1.057
30 C -5.10025 4.14379 -0.92071  -1.006
31 C 1.49384 7.25525 3.47167  0.265
32 C -4.88051 5.07826 0.25223  -0.228
33 C 2.48640 -9.19021 -4.53289  -0.367
34 C 4.80525 0.31565 4.93207  -0.599
35 C 1.06399 6.14162 3.37377  -0.965
36 C -0.61143 -3.28984 -3.78624  -0.610
37 C 0.49220 4.78515 3.25934  -0.501
38 C -0.02101 2.95524 1.57207  0.828
39 C 3.38858 -0.61781 6.25164  -0.111
40 C -0.81936 -2.25119 -4.86897  -0.405
41 C 1.38109 -0.66803 4.86883  0.363
42 C -0.17946 2.86930 0.10424  -0.130
43 H -1.06071 0.20833 1.07719  0.405
44 H -7.19315 3.73717 3.36816  0.362
45 H -0.99878 3.22619 1.97847  -0.057
46 H -1.87564 -2.17967 -5.12214  0.278
47 H 0.81145 4.25289 4.15737  0.392
48 H 0.95849 -10.62960 -4.99642  0.385
49 H -4.61029 4.54064 -1.80975  0.395
50 H 2.68519 2.84766 1.67692  0.326
51 H -1.02777 -4.24797 -4.09622  0.385
52 H 2.96428 -1.08979 7.11583  0.388
53 H -1.08863 -2.97885 -2.85653  0.269
54 H 2.31387 3.09552 3.24607  0.270
55 H 0.44732 -3.43537 -3.57831  -0.031
56 H -5.89257 4.69788 4.14252  0.320
57 H 1.79042 8.24625 3.71163  0.482
58 H -5.21733 6.08172 0.00033  0.282
59 H 0.40035 1.36056 -3.34456  0.257
60 H 3.40861 0.48967 3.20212  0.491
61 H 0.51478 1.55295 -5.12401  0.325
62 H -5.97114 2.92994 4.38646  0.373
63 H -4.69339 3.15291 -0.72213  0.283
64 H -1.45818 -1.37756 2.79810  0.494
65 H -1.79414 1.20516 2.35810  0.144
66 H -1.14601 -0.20961 4.04975  0.354
67 H 5.71622 0.74176 4.55463  0.378
68 H 2.84501 -4.46152 -3.88385  0.304
69 H 3.18847 -5.24942 -5.44692  0.316
70 H 1.12418 1.14526 1.56400  0.372
71 H 1.06742 -9.28842 -6.15343  0.263
72 H 3.26297 -9.78632 -5.00869  0.271
73 H 2.53697 -9.38253 -3.45985  0.334
74 H -3.82405 5.14493 0.51712  0.231
75 H 0.59006 1.70028 3.18363  0.333
76 H -6.16470 4.02781 -1.12421  0.291
77 H 4.22928 -5.58170 -4.02546  0.347
78 H -0.28225 -2.51427 -5.78186  0.319
79 H 1.99340 1.54229 -4.12304  0.377
80 H 0.32695 -9.03400 -4.57923  0.293
81 H -0.59433 4.81885 3.24893  0.285

Cartesian forces (eV/Å) of the 6 atoms listed first:
S 0.45 0.29 -0.05
S -0.47 0.41 -0.04
S 0.45 0.00 -0.19
S -0.47 0.27 0.03
S 0.44 0.10 -0.36
O 0.18 -0.08 -0.11

Output
HOMO energy (eV): -9.20
Electronic energy (eV): -104533.2713

Record 3
C23H39NO7P2SSb2Ti | ωB97M-V/def2-TZVPD

Last column: Mulliken charge in e.
Atoms and positions in Å:
1 Sb 0.22144 1.78811 -1.98626  0.670
2 Sb -0.02115 1.98791 1.76996  -0.076
3 Ti 1.44221 -0.63010 0.66918  1.190
4 S 5.09604 0.83858 -1.97106  -0.169
5 P 0.86950 -2.26326 3.01144  0.774
6 P 3.17704 -0.38871 3.51430  0.457
7 O 0.05993 -3.36235 3.55018  -0.771
8 O 2.73464 0.94885 4.24969  -0.550
9 O 4.62249 -0.71042 4.05704  -0.584
10 O 0.28810 -0.97084 2.47264  -0.444
11 O 3.07305 -2.80015 4.53484  -0.663
12 O 3.13442 -0.19566 2.03751  -0.456
13 O 1.85515 -2.77859 1.79101  -0.460
14 N 3.06339 -0.18070 -0.85059  0.543
15 C -0.57159 3.96719 1.16010  -1.076
16 C -2.53487 -3.25800 -2.12303  -1.516
17 C -3.62988 2.67348 -1.75554  -0.618
18 C -0.77598 2.12687 3.77421  -1.342
19 C 3.49754 -1.09631 -1.77955  -1.003
20 C -1.10672 -2.45003 -4.01382  -1.460
21 C -2.73011 1.80221 -1.13934  0.508
22 C -1.75051 0.87116 1.00450  -0.659
23 C 0.94097 0.58598 -3.60626  -1.095
24 C 2.15487 -1.74018 4.22443  1.330
25 C -4.53580 3.42626 -1.02646  -0.704
26 C -0.31929 3.49630 -3.18268  -1.406
27 C -0.29004 -2.37790 -1.68733  -0.088
28 C 0.36464 -1.76358 -0.85815  -0.495
29 C -3.67236 2.45400 0.98248  -0.491
30 C 1.44929 -1.29747 5.50433  -1.665
31 C 4.59094 -0.71599 -2.48091  -0.238
32 C -1.09705 -3.15128 -2.64935  2.193
33 C -0.50179 -4.55670 -2.80436  -1.812
34 C 3.81539 0.88217 -0.85256  -0.472
35 C -1.79608 0.99310 -1.98490  -0.878
36 C -2.73581 1.71068 0.26305  0.470
37 C -4.56602 3.30595 0.35533  -0.552
38 H -2.18390 0.44238 1.90786  0.807
39 H -5.28171 3.87009 0.93952  0.406
40 H 0.77388 -0.46742 5.30241  0.240
41 H -1.09413 -5.14028 -3.51333  0.438
42 H 2.70787 1.68206 3.61804  0.348
43 H -3.14852 -3.83489 -2.81942  0.423
44 H 3.64817 1.72521 -0.19902  0.312
45 H -2.12623 0.99053 -3.02501  0.749
46 H -1.70005 2.70340 3.79202  0.443
47 H 2.87390 -3.56726 3.98422  0.402
48 H 1.03460 -0.43148 -3.23169  -0.065
49 H 0.52367 -4.50169 -3.17313  0.334
50 H 0.87727 -2.14218 5.88514  0.406
51 H -1.65350 4.08275 1.12400  0.323
52 H 1.91510 0.95395 -3.93085  0.476
53 H -0.96713 1.11150 4.11968  0.331
54 H -0.80510 3.17152 -4.10253  0.380
55 H -3.69243 2.35872 2.06325  0.316
56 H 5.11184 -1.25351 -3.25437  0.439
57 H -3.62393 2.74465 -2.83769  0.405
58 H -2.97874 -2.26735 -2.01102  0.245
59 H 0.24385 0.61414 -4.44325  0.503
60 H -1.00659 4.12107 -2.61199  0.376
61 H -0.09578 -2.36544 -4.41561  0.329
62 H -0.15260 4.17940 0.17736  0.253
63 H -0.15506 4.67064 1.88210  0.448
64 H -1.70077 -0.03914 -1.64813  -0.423
65 H 0.56903 4.07778 -3.42670  0.403
66 H -1.52427 -1.44527 -3.92876  0.061
67 H -1.36181 0.04450 0.41149  -0.075
68 H -2.55324 -3.74933 -1.14993  0.361
69 H -5.22422 4.08892 -1.53499  0.404
70 H 2.94525 -2.01617 -1.89891  0.415
71 H -0.49371 -5.07839 -1.84676  0.362
72 H 1.42062 -3.47150 1.27023  0.313
73 H -0.04324 2.59721 4.42894  0.410
74 H -1.71401 -3.01833 -4.72253  0.500
75 H 2.17656 -0.98505 6.25413  0.379
76 H 4.64311 -1.62628 4.39119  0.429

Cartesian forces (eV/Å) of the 6 atoms listed first:
Sb -0.11 -0.08 -0.11
Sb -0.18 -0.07 -0.12
Ti 0.23 -0.13 0.36
S -0.01 0.02 -0.03
P -0.18 -0.04 0.00
P -0.05 0.06 -0.04

Output
HOMO energy (spin up / spin down) (eV): -6.28 / -7.96
2S+1: 3
<S²>: 2.0042
Electronic energy (eV): -105914.4901
Relative energy (zero: lowest compared OMol25 entry of this formula, charge and spin) (kcal/mol): 4.8

Record 4
C23H40Cl2N5O11P2 | ωB97M-V/def2-TZVPD

Last column: Mulliken charge in e.
Atoms and positions in Å:
1 Cl -0.82333 -3.62625 3.82063  -0.127
2 Cl -2.82823 0.46641 3.21385  -0.141
3 P 1.19063 -5.11668 -2.53605  1.160
4 P -2.04616 5.22682 -0.72810  1.106
5 O 1.40288 -6.42519 -3.50960  -0.330
6 O 5.21602 -1.01009 2.05325  -0.586
7 O -2.24577 -2.05824 0.65972  -0.333
8 O -3.70486 4.76518 -0.83353  -0.312
9 O 2.42374 -4.21641 -2.56800  -0.642
10 O -4.33817 -0.76435 -2.19014  -0.518
11 O 1.77731 -6.02554 -1.20740  -0.482
12 O -2.28094 5.82539 0.65488  -0.629
13 O 0.51467 -4.21518 -3.84032  -0.267
14 O -0.36444 5.56014 -0.72599  -0.419
15 O -2.25749 6.36823 -1.89334  -0.323
16 N -1.44171 -1.55244 1.61619  0.668
17 N 2.07900 -0.95445 1.92023  -0.047
18 N 5.27655 1.27698 1.58856  -0.273
19 N 0.71347 -1.79152 0.27474  -0.380
20 N 0.80507 -0.92045 2.38056  -0.019
21 C 4.99372 -0.11485 1.17782  0.344
22 C -4.18573 -1.27126 -0.83812  -0.034
23 C 1.99888 3.56524 1.09404  -0.136
24 C -1.93358 -1.12178 2.95881  -0.473
25 C 0.08840 6.77858 -0.15410  -0.592
26 C -5.20443 -0.42308 0.09598  -0.959
27 C 1.31405 3.51631 2.48028  -0.432
28 C -0.11357 -1.44549 1.40887  0.000
29 C -0.89024 -4.40740 -4.01855  -0.695
30 C 3.35808 1.96914 3.28384  -0.494
31 C 3.16379 -6.32084 -1.15245  -0.422
32 C 1.86558 -6.25848 -4.84520  -0.649
33 C -2.68876 -1.01472 -0.27421  -0.188
34 C 4.01776 2.00594 1.86676  0.108
35 C -2.08873 -1.68115 5.57295  -0.991
36 C 2.03106 2.70036 3.59803  -0.533
37 C 2.10808 -1.50460 0.59755  0.141
38 C -3.42095 7.18868 -1.89138  -0.679
39 C -1.67119 -2.00990 4.04614  0.606
40 C 3.32450 2.84668 0.75490  -0.404
41 C 3.41428 -1.71126 -0.27449  -0.295
42 C 4.39162 -0.42125 -0.27122  -0.374
43 C -3.97799 3.79413 -1.84404  -0.629
44 H 0.32820 4.03178 2.73388  0.457
45 H -4.85866 0.66874 0.18877  0.222
46 H 3.31952 -7.04166 -0.34716  0.270
47 H -5.35552 -0.92826 1.11551  0.276
48 H -2.83370 -0.82510 5.65145  0.346
49 H 3.77057 2.92805 -0.30018  0.441
50 H 3.73918 -5.42450 -0.91614  0.121
51 H -1.11093 -1.38698 6.11587  0.278
52 H 2.46580 -5.35307 -4.96503  0.324
53 H -1.12552 -5.47189 -4.11029  0.361
54 H 3.89517 0.50220 -0.75267  0.206
55 H -1.43186 -3.98171 -3.17067  0.222
56 H -1.19868 -3.89733 -4.93178  0.259
57 H -2.44090 -2.64506 6.09076  0.321
58 H 3.86411 1.36738 4.10904  0.353
59 H -2.64694 0.02170 0.19972  0.255
60 H -4.17065 6.75498 -2.55617  0.262
61 H -5.05791 3.65871 -1.91469  0.299
62 H -3.15087 8.17403 -2.27766  0.275
63 H -3.51440 2.84119 -1.57557  0.096
64 H 1.14681 6.89182 -0.39886  0.271
65 H 2.48013 -7.12198 -5.10952  0.274
66 H 0.69034 -0.55501 3.33198  0.314
67 H -3.84025 7.30946 -0.88942  0.345
68 H 3.50841 -6.76289 -2.08857  0.248
69 H 3.20297 -2.06070 -1.35377  0.225
70 H -0.00169 6.74883 0.93269  0.256
71 H 5.28326 -0.69932 -0.94512  0.380
72 H 5.90073 1.28092 2.41196  0.396
73 H -3.59852 4.12900 -2.81401  0.386
74 H -1.95415 -1.05542 -1.16269  0.209
75 H -4.37932 -2.39289 -0.80928  0.308
76 H 2.81012 -0.60691 2.55462  0.332
77 H 1.45583 4.16568 0.26057  0.232
78 H 1.01035 -6.22760 -5.52322  0.262
79 H -6.20668 -0.39725 -0.46948  0.324
80 H 1.60226 2.63421 4.66080  0.381
81 H -0.45732 7.63045 -0.56225  0.287
82 H 4.02847 -2.56843 0.19858  0.266
83 H -4.13062 0.19347 -2.13436  0.334

Cartesian forces (eV/Å) of the 6 atoms listed first:
Cl -1.16 2.41 0.10
Cl 1.31 -2.13 -0.67
P 9.49 0.05 -3.79
P -1.70 9.08 4.21
O -0.63 -0.22 1.14
O -0.85 2.60 -3.65

Output
HOMO energy (eV): -11.36
Electronic energy (eV): -98074.6990
Net charge: +1

Which of these has the highest electronic energy? C23H39N2O7

Among the records above, which one has the lowest electronic energy? C23H39NO7P2SSb2Ti

Which value of electronic energy does entry 3 give? -105914.4901 eV

Among the records above, which one has the lowest electronic energy? C23H39NO7P2SSb2Ti